Record 1
Below is a single C5H5N molecule at a distorted geometry, with properties calculated with ωB97M-V/def2-TZVPD.

Geometry as XYZ:
```
11
Properties=species:S:1:pos:R:3
C 0.09388 -0.57751 -1.27959
C 0.50689 -0.03624 0.12369
C -0.45302 0.92766 0.63520
C -1.10106 1.85579 1.02744
C 0.64557 -1.18776 1.06220
N 0.76796 -2.09221 1.77650
H -0.00817 0.26021 -1.97196
H 0.84960 -1.26946 -1.65886
H -0.87071 -1.11058 -1.25131
H 1.39476 0.68793 0.15827
H -1.82570 2.54217 1.37843
```

Properties
E (eV): -6753.47597
Gap between HOMO and LUMO (eV): 11.36
SMILES: C#C[C@H](C)C#N
LUMO energy (hartree): 0.027
Energy above the lowest of the compared OMol25 structures with the same formula, charge and spin (kcal/mol): 56.1

Löwdin population analysis, charges in e, atoms 1 to 8:
1 C -0.054
2 C -0.360
3 C -0.149
4 C 0.136
5 C -0.188
6 N 0.154
7 H 0.081
8 H 0.081

=====

Record 2
Below is a single CH4NOP molecule at a distorted geometry, with properties calculated with ωB97M-V/def2-TZVPD.

Geometry as XYZ:
```
8
Properties=species:S:1:pos:R:3
C -0.88146 -0.15153 0.15790
N -0.23456 -1.29360 0.43923
O -2.31806 -0.12844 -0.48936
P -0.26170 1.54089 0.28469
H -0.85781 -2.17206 0.42725
H 0.59790 -1.52673 1.06292
H 0.22760 1.61831 -0.95867
H -1.45163 2.16976 -0.04591
```

Properties
E (eV): -13924.97514
Gap between HOMO and LUMO (eV): 9.17
SMILES: NC(=O)P
LUMO energy (hartree): 0.012
Energy above the lowest of the compared OMol25 structures with the same formula, charge and spin (kcal/mol): 82.1

How is the electron density shared among the atoms? According to Löwdin, the charges in e are:
1 C -0.619
2 N 0.058
3 O -0.314
4 P 0.820
5 H 0.148
6 H 0.140
7 H -0.134
8 H -0.099

=====

Record 3
Below is a molecular structure, C31H30AsCl2F7N2PPbSSe at a distorted geometry, with properties calculated with ωB97M-V/def2-TZVPD.

Geometry as XYZ:
```
77
Properties=species:S:1:pos:R:3
Pb 1.23470 -2.77623 -1.67399
Cl -0.53889 -3.70323 1.18346
C -2.24251 -4.05865 1.09232
C -2.87887 -4.25585 2.31670
C -4.21668 -4.56770 2.33623
C -4.94025 -4.61339 1.13703
C -4.30568 -4.33443 -0.05935
Cl -5.32719 -4.29260 -1.47867
C -2.90660 -4.10505 -0.15878
S -2.13307 -3.99748 -1.67244
H -2.22734 -4.20534 3.22838
H -4.74154 -4.80163 3.23985
H -5.99251 -4.84219 1.17639
F 2.49985 -3.40627 -0.15506
C -3.56278 4.19381 1.62471
C -2.49700 3.18091 1.32589
C -2.77805 1.83275 1.23570
C -1.83337 0.87533 0.90273
C -2.35964 -0.55936 0.93104
C -0.51134 1.26307 0.60751
As 0.82163 -0.03163 -0.00620
N 1.71192 0.89556 -1.36832
C 1.15256 1.53076 -2.31571
C 2.01146 2.05255 -3.39318
C 1.58515 2.51567 -4.57001
C 0.15425 2.66100 -4.80109
C -0.73473 2.31046 -3.87643
C -0.35745 1.78083 -2.53367
C 2.16365 0.05700 1.39208
C 1.67120 -0.06665 2.71869
C 0.22147 -0.32842 3.09970
C 2.56370 -0.00991 3.75453
C 3.93347 0.04993 3.55685
C 4.86286 0.06230 4.71212
C 4.40683 0.04919 2.25190
C 3.52282 0.03835 1.15387
C 4.14525 -0.05831 -0.21961
C -0.19545 2.66300 0.71418
C 1.21254 3.19118 0.72275
C -1.19214 3.56086 1.03583
H -3.15437 4.93498 2.29446
H -4.44535 3.71902 2.06810
H -3.86870 4.76586 0.70869
H -3.78817 1.47263 1.41449
H -2.54515 -0.82305 1.99352
H -1.68029 -1.33250 0.53589
H -3.30854 -0.60134 0.34992
H 3.06560 1.90616 -3.22700
H 2.23932 2.77530 -5.38786
H -0.21160 3.05738 -5.73814
H -1.78979 2.37449 -4.03594
H -0.67447 2.49354 -1.75270
H -0.32226 -0.84256 2.32778
H -0.25551 0.62214 3.33658
H 0.20269 -0.91818 4.01695
H 2.18771 -0.07830 4.78358
H 4.66363 0.93892 5.32335
H 5.88688 0.11348 4.33211
H 4.80442 -0.87705 5.30494
H 5.47103 -0.01946 2.05560
H 5.15320 -0.43815 -0.13625
H 4.16222 0.90891 -0.73762
H 3.59376 -0.74046 -0.85969
H 1.65999 2.94018 1.69827
H 1.15727 4.28860 0.63898
H 1.87450 2.83398 -0.07093
H -0.93291 4.60592 1.13199
Se -3.32827 -1.34284 -2.46597
C -1.95524 -0.29771 -2.39963
N -1.09277 0.52244 -2.27160
F 1.12793 -0.91084 -3.61226
P 0.82510 -1.81291 -4.95576
F -0.49995 -0.99804 -5.20915
F 1.63973 -0.76407 -5.81037
F -0.02461 -2.87726 -4.01389
F 0.59220 -2.70638 -6.25229
F 2.16855 -2.64302 -4.54611
```

Properties
E (eV): -231242.68150
Gap between HOMO and LUMO (spin up / spin down) (eV): 7.53 / 5.95
LUMO energy (spin up / spin down) (hartree): -0.025 / -0.093
Expectation value of S²: 0.77
Multiplicity: 2
Energy above the lowest of the compared OMol25 structures with the same formula, charge and spin (kcal/mol): 0.0

Löwdin population analysis, charges in e, atoms 1 to 8:
1 Pb 1.424
2 Cl 0.676
3 C -0.651
4 C -0.118
5 C -0.066
6 C -0.106
7 C -0.655
8 Cl 0.662